20
Properties=species:S:1:pos:R:3 method="wB97M-V/def2-TZVPD" lumo_ev=0.3902 orbital_gap_ev=10.34 smiles="NCC(N)=O.O.O.O" de_lowest_kj_mol=202.8 e_tot_ev=-13438.3156
N 0.31505 -0.66852 1.58458
C -0.43077 0.57748 1.09397
C -0.16686 0.65277 -0.40995
N 1.10388 1.04288 -0.72041
O -1.03260 0.29998 -1.19142
H 0.03321 -0.66727 2.50962
H -0.14252 -1.55914 1.38029
H -1.55685 0.46339 1.05580
H -0.16155 1.47576 1.67862
H 1.95016 0.73746 -0.15277
H 1.39863 1.37758 -1.57955
O -2.95009 2.48967 -0.81198
H -2.81187 1.60017 -1.09458
H -2.11694 2.83465 -0.80287
O -0.21223 -3.20647 -0.15185
H 0.14938 -2.77313 -0.97194
H -0.07069 -4.07649 -0.28489
O 3.09870 -0.51996 0.52410
H 3.14818 -1.26063 -0.12330
H 2.60380 -0.66019 1.28158